The following is a DFT calculation (wB97M-V/def2-TZVPD) of a cluster of 2 separate species, C6H7O2 in total.

Last column: Mulliken charge in e.
Geometry (Å):
C (-0.394617, 0.458884, -0.146703)  -0.1111
C (0.459155, -0.485724, -0.028349)  0.1001
C (2.589953, 0.137093, 0.382773)  0.5290
C (-1.902623, 0.726364, -0.011262)  -0.7039
C (-0.916633, 1.816223, -0.137115)  -0.4333
C (0.196800, -2.002617, -0.089217)  -1.1054
O (2.610946, 1.310415, 0.284371)  -0.4316
O (3.217625, -0.846351, 0.573787)  -0.4956
H (-2.728788, 0.723547, -0.881526)  0.1314
H (-2.354942, 0.493895, 0.916511)  0.2565
H (-0.548470, 2.511882, 0.681268)  0.1999
H (-0.849735, 2.130873, -1.201058)  0.1535
H (-0.669644, -2.168833, 0.421149)  0.4314
H (1.091206, -2.609858, 0.340146)  0.1751
H (0.199762, -2.195799, -1.104771)  0.3041

Forces on the atoms, in the same order (eV/Å):
-2.905 -0.056 0.185
3.990 -1.320 0.526
-2.340 -0.857 -0.811
-2.230 -0.547 -2.630
2.572 1.469 -0.137
4.107 1.966 1.342
0.049 1.976 -0.002
0.795 -1.492 0.405
1.927 -0.330 1.752
-0.275 -0.076 0.969
-0.864 -0.600 -1.143
-0.151 0.788 0.978
-2.626 -1.146 1.146
-1.504 1.144 -0.439
-0.544 -0.919 -2.140

Output
ΔE to the lowest compared entry with this formula, charge and spin: 62.11 kcal/mol
E_tot: -10427.84571 eV
Total charge: -1
Lowest unoccupied orbital energy: 4.16 eV
HOMO energy: -2.4 eV